{"formula": "C20H22CuF6N5O5S2", "method": "ωB97M-V/def2-TZVPD", "lumo_ev": 0.28, "homo_energy_ha": -0.163, "charge": 0, "e_above_lowest_kj_mol": 1887.5, "mol_weight_da": 654.09, "spin_multiplicity": 1, "elements": ["Cu", "C", "F", "F", "F", "S", "O", "O", "N", "S", "O", "O", "C", "F", "F", "F", "C", "C", "O", "N", "C", "H", "H", "H", "H", "H", "H", "H", "N", "C", "C", "C", "C", "C", "H", "H", "H", "H", "H", "N", "C", "C", "C", "C", "C", "H", "H", "H", "H", "H", "N", "C", "C", "C", "C", "C", "H", "H", "H", "H", "H"], "xyz": [[0.08753, -0.05894, 0.09128], [0.83729, -2.50479, 2.83211], [0.56242, -3.61178, 3.43200], [-0.08178, -1.65250, 3.33717], [2.00600, -2.07143, 3.08532], [0.57310, -2.74079, 0.93885], [1.22788, -3.96945, 0.56360], [-0.85381, -2.75307, 0.68548], [1.22625, -1.27201, 0.36894], [2.58236, -1.79106, -0.24537], [3.56489, -2.34138, 0.70218], [2.44672, -2.42423, -1.54514], [3.30885, -0.04187, -0.75422], [4.45991, -0.25145, -1.37379], [2.46680, 0.55433, -1.64990], [3.59648, 0.66255, 0.33522], [1.82196, 2.65195, -0.57740], [0.64034, 2.12725, -1.32545], [-0.09250, 1.28916, -0.74564], [0.42091, 2.46409, -2.59957], [-0.61454, 1.85236, -3.41874], [1.41556, 3.49818, -0.02348], [2.62780, 2.94348, -1.25101], [2.15694, 1.88298, 0.11871], [1.15001, 2.95549, -3.09660], [-1.50581, 1.54452, -2.87197], [-0.35391, 0.97813, -4.01531], [-0.97530, 2.63525, -4.08585], [-1.43908, -0.00997, 0.93859], [-2.40106, 0.58961, 0.22547], [-3.74388, 0.32540, 0.37528], [-4.14447, -0.63207, 1.33007], [-3.13613, -1.28829, 2.09738], [-1.82035, -0.85232, 1.89140], [-2.14296, 1.38664, -0.45610], [-4.47663, 0.93476, -0.13280], [-5.18885, -0.84613, 1.50281], [-3.43380, -1.96668, 2.88324], [-1.01922, -1.27320, 2.48085], [0.44333, 0.98372, 1.23748], [1.26189, 0.55355, 2.20144], [1.83406, 1.38160, 3.18340], [1.58663, 2.75450, 3.07587], [0.72154, 3.24204, 2.10474], [0.10187, 2.33295, 1.24438], [1.51693, -0.49262, 2.11853], [2.54639, 0.93586, 3.86186], [2.01900, 3.54615, 3.66979], [0.52254, 4.30182, 2.04421], [-0.65128, 2.68150, 0.55324], [-0.68509, -0.83195, -1.01549], [-0.20378, -0.73984, -2.30500], [-0.63608, -1.47342, -3.45048], [-1.67574, -2.33925, -3.23969], [-2.15101, -2.56826, -1.94907], [-1.65802, -1.79669, -0.88834], [0.51845, 0.06236, -2.34047], [-0.09046, -1.36160, -4.37578], [-2.06930, -2.91961, -4.06109], [-2.97744, -3.25411, -1.83493], [-2.03034, -1.92161, 0.11773]], "mulliken_charge": [-3.0342, 0.7809, -0.2898, -0.2313, -0.1001, 0.6574, -0.6588, -0.5329, 0.0722, 0.8508, -0.6954, -0.6202, 0.5856, -0.2510, -0.2567, -0.2061, -1.9883, 0.1986, 0.9374, -0.0065, -0.7964, 0.2463, 0.5251, 0.4962, 0.3087, 0.1766, 0.3274, 0.4687, 1.4401, 0.3248, -1.2514, -0.5697, -1.3751, -0.1522, 0.2057, 0.4810, 0.4341, 0.5366, 0.8486, 2.1144, 0.4414, -1.7960, -0.7771, -0.7594, -0.6139, 0.4173, 0.5373, 0.3866, 0.5234, 0.6370, 1.9851, -1.0281, -1.6057, -0.6434, -1.5237, 1.0669, 1.1276, 0.5993, 0.4015, 0.5131, 0.1096]}



{"formula": "C16H21Cl4O2PS2Sn", "method": "ωB97M-V/def2-TZVPD", "lumo_ev": [-1.77, -1.91], "homo_energy_ha": [-0.280, -0.268], "charge": 0, "e_above_lowest_kj_mol": 0.0, "mol_weight_da": 600.97, "spin_multiplicity": 1, "elements": ["Sn", "C", "C", "S", "C", "C", "S", "H", "H", "H", "H", "H", "H", "Cl", "C", "C", "Cl", "C", "Cl", "C", "O", "C", "O", "C", "Cl", "C", "C", "P", "C", "C", "C", "C", "H", "H", "H", "H", "H", "H", "H", "H", "H", "H", "H", "H", "H", "H", "H"], "xyz": [[0.37908, 0.18512, -0.38177], [4.65578, 0.19016, 2.34140], [3.25785, -0.03933, 1.81460], [3.11800, -0.38855, 0.16582], [2.16141, 0.03921, 2.66942], [2.32532, 0.25619, 4.14929], [0.52988, -0.08622, 2.17433], [5.35667, 0.21665, 1.51286], [4.94651, -0.62368, 3.01063], [4.73372, 1.12694, 2.89616], [3.36528, 0.31158, 4.45970], [1.84548, -0.56661, 4.68313], [1.81969, 1.17342, 4.45461], [-4.00294, 5.78619, 0.16173], [-3.37594, 4.19385, 0.06534], [-4.26994, 3.08598, 0.06774], [-5.95713, 3.36926, 0.15893], [-3.78640, 1.79764, 0.00074], [-4.85485, 0.45036, -0.01743], [-2.39596, 1.53961, -0.03520], [-1.91895, 0.36571, -0.08224], [-1.47542, 2.67794, -0.04324], [-0.23655, 2.44673, -0.09664], [-2.01740, 3.98970, -0.01040], [-0.92211, 5.31164, -0.04975], [0.37838, -3.30426, -2.62111], [-0.55988, -3.55991, -1.44194], [-0.01279, -2.65715, 0.06514], [-1.30200, -3.05588, 1.32460], [-2.04830, -4.38102, 1.17296], [1.50227, -3.53875, 0.62213], [1.39529, -5.02835, 0.93785], [0.00925, -3.80447, -3.51630], [1.38538, -3.67206, -2.41838], [0.44836, -2.23599, -2.83315], [-0.64243, -4.62793, -1.23207], [-1.55896, -3.18054, -1.67035], [-2.01198, -2.22576, 1.28970], [-0.79903, -2.99798, 2.29209], [-2.65414, -4.39116, 0.26724], [-2.71979, -4.51936, 2.02147], [-1.37114, -5.23387, 1.13861], [1.84037, -2.98691, 1.50311], [2.24868, -3.36351, -0.15501], [0.74876, -5.20916, 1.79679], [2.38409, -5.42075, 1.17999], [1.01255, -5.59774, 0.08936]], "mulliken_charge": [0.4388, -1.6336, 0.7181, -0.3188, 0.5980, -1.3983, -0.2409, 0.3940, 0.3504, 0.3689, 0.3910, 0.3129, 0.3116, -0.1731, 0.2450, 0.4166, -0.1747, -0.0838, -0.1865, 0.1855, -0.4077, 0.4878, -0.8347, 0.1235, -0.1780, -1.2552, -0.6918, 0.4319, -0.4644, -1.2903, -0.2920, -1.3986, 0.3863, 0.2938, 0.2609, 0.4553, 0.3932, 0.3896, 0.4385, 0.2998, 0.3999, 0.2653, 0.2036, 0.4481, 0.2822, 0.4226, 0.3094]}



{"formula": "C47H51AsCoN2PSSi", "method": "ωB97M-V/def2-TZVPD", "lumo_ev": [2.28, 2.27], "homo_energy_ha": [-0.130, -0.153], "charge": -1, "e_above_lowest_kj_mol": 25.1, "mol_weight_da": 868.92, "spin_multiplicity": 4, "elements": ["Co", "C", "C", "C", "C", "C", "C", "C", "P", "C", "C", "C", "C", "C", "C", "C", "C", "C", "C", "C", "C", "C", "C", "H", "H", "H", "H", "H", "H", "H", "H", "H", "H", "H", "H", "H", "H", "H", "H", "H", "H", "H", "H", "S", "C", "C", "C", "C", "C", "C", "As", "C", "C", "C", "C", "C", "C", "C", "C", "C", "C", "C", "C", "H", "H", "H", "H", "H", "H", "H", "H", "H", "H", "H", "H", "H", "H", "C", "Si", "C", "C", "C", "H", "H", "H", "H", "H", "H", "H", "H", "H", "H", "H", "C", "N", "C", "C", "N", "C", "H", "H", "H", "H", "H", "H"], "xyz": [[-0.83298, 1.01196, 0.71081], [2.64237, -1.50439, 1.57850], [2.30166, -1.17144, 3.00644], [2.51966, -2.14736, 3.97400], [2.13374, -1.96483, 5.29231], [1.49366, -0.78971, 5.64675], [1.28130, 0.19571, 4.69347], [1.71360, 0.05073, 3.37276], [1.27693, 1.34675, 2.11271], [2.92696, 2.00005, 1.58856], [4.12860, 1.40377, 1.97126], [5.35115, 1.82734, 1.46301], [5.38946, 2.86877, 0.55178], [4.20504, 3.49964, 0.19250], [2.97472, 3.10160, 0.70827], [1.74671, 3.90615, 0.37715], [0.70651, 2.71619, 3.16673], [1.52242, 3.28842, 4.14698], [0.99285, 4.13959, 5.09708], [-0.38156, 4.39261, 5.07767], [-1.17588, 3.88054, 4.07110], [-0.64284, 3.08920, 3.03195], [-1.42019, 2.69989, 1.84489], [3.31817, -2.35887, 1.53060], [3.11888, -0.66913, 1.06733], [1.72637, -1.76934, 1.03942], [2.98339, -3.08172, 3.67608], [2.31402, -2.74117, 6.02554], [1.14979, -0.63581, 6.66268], [0.74765, 1.08834, 4.98541], [4.11264, 0.59348, 2.69056], [6.26723, 1.34676, 1.78599], [6.33259, 3.20315, 0.13574], [4.23094, 4.33636, -0.49765], [1.46613, 4.52450, 1.23354], [0.88816, 3.27274, 0.15799], [1.92453, 4.55527, -0.48021], [2.57456, 3.02307, 4.18824], [1.62387, 4.57702, 5.86103], [-0.82106, 5.01831, 5.84680], [-2.23117, 4.12828, 4.03777], [-1.17558, 3.38903, 1.02355], [-2.49596, 2.77527, 2.01296], [-2.68854, 1.78385, -0.88830], [-2.75552, 1.39692, -2.59560], [-3.28100, 2.37759, -3.46836], [-3.46118, 2.14565, -4.81641], [-3.13324, 0.90884, -5.37088], [-2.60415, -0.06246, -4.54233], [-2.38521, 0.16739, -3.17985], [-1.62029, -1.24088, -2.07368], [-0.02767, -1.70723, -3.14058], [0.80018, -2.70299, -2.61228], [1.97347, -3.08160, -3.25007], [2.35179, -2.45418, -4.43107], [1.55452, -1.44431, -4.95124], [0.37885, -1.06998, -4.30899], [-2.79165, -2.69593, -2.71429], [-2.33414, -3.97392, -3.02300], [-3.22445, -4.99908, -3.31958], [-4.59148, -4.76366, -3.30242], [-5.06099, -3.49271, -2.99495], [-4.16904, -2.47025, -2.70398], [-3.56275, 3.33049, -3.03677], [-3.87152, 2.92893, -5.44483], [-3.29383, 0.70875, -6.42281], [-2.35845, -1.03462, -4.95687], [0.52517, -3.18157, -1.67798], [2.59357, -3.86215, -2.82582], [3.26576, -2.74576, -4.93570], [1.84725, -0.94212, -5.86643], [-0.21933, -0.26936, -4.72465], [-1.27112, -4.17773, -3.04680], [-2.84864, -5.98580, -3.56316], [-5.28684, -5.56512, -3.52172], [-6.12654, -3.29572, -2.98019], [-4.54662, -1.48127, -2.46947], [-4.14674, -1.27803, 0.94055], [-2.59714, -1.85501, 1.84081], [-2.00402, -3.48101, 1.06137], [-3.19518, -2.35123, 3.57213], [-1.21365, -0.65279, 1.96556], [-4.73581, -2.12845, 0.58078], [-3.88585, -0.64206, 0.09134], [-4.78180, -0.67785, 1.60002], [-2.82613, -4.02786, 0.58800], [-1.55469, -4.12936, 1.82044], [-1.24965, -3.28950, 0.29547], [-3.96916, -3.12665, 3.53208], [-3.61247, -1.48531, 4.09747], [-2.35935, -2.73154, 4.16857], [-0.28399, -1.24157, 1.97430], [-1.26599, -0.17144, 2.95262], [3.85178, 0.69231, -2.26823], [2.45229, 1.00151, -2.06038], [1.72690, 1.99480, -2.68188], [0.49981, 1.99026, -2.09089], [0.46455, 1.02228, -1.11396], [1.64725, 0.44883, -1.13842], [4.47987, 1.45196, -1.80115], [4.06677, 0.64004, -3.33376], [4.07090, -0.27501, -1.82138], [2.14678, 2.60157, -3.46646], [-0.36047, 2.60966, -2.28777], [1.94979, -0.37329, -0.51627]], "lowdin_spin": [2.6220, 0.0013, 0.0018, -0.0001, 0.0019, 0.0001, 0.0025, 0.0043, 0.0312, 0.0110, 0.0061, 0.0000, 0.0054, -0.0003, 0.0047, 0.0015, 0.0046, 0.0002, 0.0063, 0.0010, 0.0052, 0.0094, 0.0544, 0.0001, 0.0006, 0.0002, -0.0001, 0.0001, 0.0000, 0.0001, 0.0005, -0.0001, 0.0004, -0.0001, 0.0003, 0.0009, 0.0001, 0.0001, 0.0005, -0.0001, 0.0004, 0.0079, 0.0066, 0.0451, 0.0103, 0.0049, 0.0005, 0.0033, -0.0001, 0.0038, 0.0079, 0.0011, 0.0003, 0.0000, 0.0002, 0.0000, 0.0002, 0.0013, 0.0006, 0.0000, 0.0005, 0.0000, 0.0006, 0.0006, 0.0000, 0.0003, -0.0001, 0.0000, 0.0000, 0.0000, 0.0000, 0.0000, 0.0000, 0.0000, 0.0000, 0.0000, 0.0000, 0.0008, 0.0156, 0.0008, 0.0042, 0.0522, 0.0000, -0.0001, 0.0000, 0.0002, 0.0000, 0.0001, 0.0008, 0.0001, 0.0002, 0.0076, 0.0054, 0.0004, 0.0015, 0.0011, 0.0033, 0.0257, 0.0049, 0.0001, 0.0000, 0.0000, 0.0002, 0.0001, 0.0004]}



{"formula": "ClH8NiO4", "method": "ωB97M-V/def2-TZVPD", "lumo_ev": [-6.82, -10.79], "homo_energy_ha": [-0.549, -0.528], "charge": 1, "e_above_lowest_kj_mol": 203.6, "mol_weight_da": 166.21, "spin_multiplicity": 3, "elements": ["Ni", "Cl", "O", "H", "H", "O", "H", "H", "O", "H", "H", "O", "H", "H"], "xyz": [[23.42077, 4.78119, 5.20963], [23.71431, 6.00754, 7.35249], [23.92063, 8.67545, 9.23446], [24.00011, 7.93593, 8.60743], [23.34733, 9.33214, 8.79882], [21.65634, 4.87227, 9.47362], [22.35917, 5.23193, 8.89547], [20.81333, 5.08305, 9.03223], [21.29050, 8.15321, 6.88860], [22.00580, 7.51168, 7.01757], [21.71467, 8.96339, 6.57922], [26.51860, 6.15494, 9.45874], [25.65366, 6.16048, 9.02966], [27.13241, 5.80765, 8.79708]], "lowdin_spin": [1.1066, 0.3768, 0.1872, -0.0029, 0.0016, 0.2656, -0.0001, 0.0014, 0.0002, 0.0001, 0.0000, 0.0653, -0.0022, 0.0003]}



{"formula": "C2H4N3", "method": "ωB97M-V/def2-TZVPD", "smiles": "[NH+]#CN1CN1", "lumo_ev": -4.55, "homo_energy_ha": -0.568, "charge": 1, "e_above_lowest_kj_mol": 398.7, "mol_weight_da": 70.08, "spin_multiplicity": 1, "elements": ["N", "C", "N", "C", "N", "H", "H", "H", "H"], "xyz": [[0.92348, -1.73498, 1.14994], [0.64697, -0.88408, 0.40021], [0.19398, -0.16095, -0.50712], [-0.11479, 1.28871, -0.67218], [-1.03616, 0.41666, -0.09324], [1.05113, -2.37065, 1.82887], [-0.00998, 1.38894, -1.80930], [0.25688, 2.07329, 0.06032], [-1.91151, -0.01695, -0.35751]], "mulliken_charge": [-0.0305, 0.4474, -0.1339, -0.0436, -0.3631, 0.2697, 0.2942, 0.2863, 0.2735]}



{"formula": "C2H9N3O", "method": "ωB97M-V/def2-TZVPD", "lumo_ev": [0.88, 0.88], "homo_energy_ha": [-0.283, -0.283], "charge": 0, "e_above_lowest_kj_mol": 456.7, "mol_weight_da": 91.11, "spin_multiplicity": 1, "elements": ["C", "N", "H", "H", "H", "H", "H", "N", "C", "O", "N", "H", "H", "H", "H"], "xyz": [[2.33389, -0.14319, 0.00742], [0.97002, -0.40311, -0.41732], [0.92713, -0.48848, -1.43140], [-0.01493, -1.11978, 0.23863], [3.02229, -0.97759, -0.19096], [2.76845, 0.74616, -0.47085], [2.35118, 0.03561, 1.08868], [-1.65330, 1.36607, -0.17817], [-0.83468, 0.52205, 0.48157], [-2.21364, -1.18303, -0.17314], [-1.14884, -0.77815, 0.72813], [-2.75536, -1.75105, 0.38430], [-2.33603, 0.94220, -0.78808], [-1.30449, 2.27296, -0.43492], [-0.11170, 0.95931, 1.15612]], "mulliken_charge": [-0.8296, -0.5920, 0.0971, 0.4372, 0.2781, 0.2661, 0.2770, -0.4017, 0.2431, -0.4662, -0.4089, 0.3366, 0.2492, 0.2387, 0.2754]}